{"formula": "C22H42CdN5O10P2S2", "method": "ωB97M-V/def2-TZVPD", "elements": ["Cd", "C", "N", "C", "C", "O", "C", "O", "C", "C", "O", "N", "C", "C", "H", "H", "H", "H", "H", "H", "H", "H", "H", "H", "H", "H", "H", "H", "H", "H", "C", "C", "N", "C", "C", "S", "C", "C", "S", "C", "N", "C", "H", "H", "H", "H", "H", "H", "H", "H", "N", "C", "C", "P", "O", "O", "O", "P", "O", "O", "O", "H", "H", "H", "H", "H", "H", "H", "H", "C", "C", "O", "C", "C", "H", "H", "H", "H", "H", "H", "H", "H", "H", "H"], "xyz": [[0.14315, -0.37250, -0.25240], [-2.24015, 3.29110, 2.21960], [-1.40625, 3.59590, 1.07120], [-0.66235, 4.83310, 1.11180], [-1.12335, 2.60530, 0.20920], [-1.64925, 1.50200, 0.27490], [-0.13335, 2.98410, -0.89970], [0.20145, 1.93200, -1.77560], [-0.57235, 1.82190, -2.94260], [-1.67995, 0.77060, -2.81350], [-1.69565, -0.01630, -1.87590], [-2.63435, 0.74310, -3.76330], [-2.56055, 1.39060, -5.05060], [-3.70655, -0.22330, -3.62700], [-2.80255, 4.18050, 2.50340], [-2.92385, 2.49160, 1.94060], [-1.62715, 2.94980, 3.05800], [-1.14725, 5.50600, 1.81410], [0.36865, 4.66890, 1.43740], [-0.64615, 5.31720, 0.13620], [-0.52165, 3.84450, -1.46220], [0.80265, 3.26960, -0.41450], [-0.99035, 2.80090, -3.21550], [0.11735, 1.48860, -3.72930], [-1.88795, 2.23980, -5.04140], [-2.21695, 0.68370, -5.81070], [-3.55135, 1.73800, -5.33940], [-3.77645, -0.50990, -2.58080], [-4.64685, 0.22880, -3.94200], [-3.51545, -1.11120, -4.23450], [-2.39765, -3.06240, -1.64710], [-1.04255, -2.96250, -2.22250], [-0.11535, -2.12890, -1.88730], [0.99725, -2.24150, -2.66810], [0.92135, -3.21760, -3.62310], [-0.59205, -4.00860, -3.54560], [2.10065, -1.32290, -2.49730], [3.29595, -1.38840, -3.15940], [4.31155, -0.09950, -2.68480], [3.04915, 0.47140, -1.62120], [1.98455, -0.25790, -1.65010], [3.28005, 1.70300, -0.84110], [-2.64115, -2.10780, -1.19450], [-2.42475, -3.82490, -0.87200], [-3.12065, -3.32760, -2.41560], [1.65205, -3.49770, -4.35120], [3.63455, -2.11130, -3.87100], [4.31435, 1.73820, -0.50660], [2.61045, 1.72520, 0.01360], [3.09935, 2.57630, -1.47160], [1.62385, -0.10750, 4.51380], [2.34665, 0.14260, 3.24390], [3.78995, 0.50630, 3.49260], [1.32895, 1.50540, 2.45920], [2.36055, 2.75210, 2.29160], [0.32195, 1.84850, 3.51470], [0.88925, 1.18350, 1.07630], [2.11405, -1.46930, 2.29490], [3.62735, -2.05160, 2.31430], [1.25425, -2.24980, 3.24580], [1.70825, -1.36160, 0.86100], [2.20295, -0.08580, 5.34930], [1.21335, -1.08540, 4.33490], [0.86355, 0.63180, 4.52740], [3.86835, 1.38210, 4.13950], [4.26855, 0.72630, 2.54080], [4.31825, -0.33040, 3.94720], [2.33365, 3.31570, 3.06530], [3.60515, -2.99930, 2.44210], [0.18655, -4.25090, 0.70460], [-0.89555, -3.58950, 1.54610], [-1.29235, -2.34880, 0.96040], [-2.34435, -1.70920, 1.67060], [-1.87095, -0.96300, 2.91560], [0.57415, -5.12360, 1.22440], [0.99675, -3.54080, 0.56410], [-0.18785, -4.56050, -0.26820], [-0.49885, -3.42610, 2.55380], [-1.78275, -4.24130, 1.62430], [-3.10655, -2.45340, 1.94900], [-2.77815, -0.99750, 0.96160], [-1.24765, -1.60960, 3.52930], [-2.72855, -0.65300, 3.50470], [-1.29495, -0.08540, 2.61630]], "forces_ev_per_a": [[-1.370, -0.014, -0.646], [-0.224, -0.224, 0.192], [-0.059, -0.155, 0.086], [0.242, 0.165, -0.120], [-0.182, 0.309, -0.274], [0.030, -0.327, -0.013], [0.097, 0.140, 0.169], [-0.306, -0.018, 0.237], [0.076, -0.085, -0.104], [-0.066, 0.133, -0.022], [0.152, 0.093, 0.012], [-0.169, -0.014, 0.157], [0.127, 0.069, -0.212], [-0.063, -0.135, 0.203], [-0.002, -0.040, -0.047], [-0.016, 0.095, 0.096], [-0.076, 0.056, -0.049], [0.022, 0.011, -0.027], [0.015, 0.075, 0.049], [0.010, 0.084, 0.017], [0.075, -0.086, 0.068], [-0.084, 0.133, -0.067], [0.074, -0.222, -0.045], [-0.167, 0.129, -0.031], [0.054, 0.085, -0.004], [0.011, 0.031, -0.054], [-0.001, 0.061, 0.023], [-0.089, -0.050, -0.118], [0.039, 0.008, -0.047], [-0.022, -0.040, -0.010], [-0.178, 0.011, 0.288], [-0.090, -0.665, -0.804], [0.162, 0.172, 0.373], [-0.099, -0.888, -0.811], [-0.205, 0.134, 0.353], [0.108, 0.573, 0.502], [1.124, 0.001, -0.621], [-0.195, 0.220, 0.333], [-0.703, -0.027, 0.359], [0.961, -0.074, -0.652], [-0.041, -0.006, -0.093], [-0.074, 0.205, 0.155], [-0.173, -0.009, -0.009], [-0.053, -0.074, 0.073], [-0.059, 0.038, -0.019], [0.233, -0.025, -0.197], [0.005, -0.256, -0.159], [0.047, 0.080, 0.068], [0.092, 0.093, -0.121], [-0.027, 0.033, 0.063], [-0.781, -0.301, 0.369], [-0.335, 0.056, -0.996], [0.234, 0.048, -0.113], [0.186, 1.044, 0.534], [-0.166, -0.491, -0.352], [0.105, -0.072, -0.029], [0.362, 0.327, 0.319], [0.691, -0.778, 0.165], [-0.319, 0.563, -0.004], [-0.034, -0.056, 0.021], [0.563, -0.177, 0.658], [0.062, 0.001, -0.110], [0.083, 0.198, 0.429], [0.209, -0.258, 0.298], [0.019, 0.039, -0.078], [0.146, 0.069, 0.063], [0.029, 0.013, 0.013], [0.008, 0.232, 0.297], [0.091, -0.470, 0.079], [-0.277, 0.350, 0.156], [0.145, -0.442, 0.197], [0.250, 0.206, -0.011], [-0.226, 0.119, 0.255], [0.132, -0.241, -0.451], [-0.032, -0.097, 0.057], [0.093, -0.050, -0.113], [0.001, -0.071, -0.083], [-0.163, 0.030, -0.185], [0.095, 0.157, -0.065], [0.094, 0.084, -0.165], [-0.110, -0.058, 0.076], [0.024, -0.025, 0.071], [-0.100, 0.175, 0.057], [-0.041, 0.074, 0.140]], "de_lowest_kcal_mol": 17.2, "orbital_gap_ev": 8.8, "max_force_ev_per_a": 1.5, "multiplicity": 1, "e_lumo_ev": -1.88, "total_energy_ev": -96236.59838, "total_charge": 1}


{"formula": "C22H42F3N3O8", "method": "ωB97M-V/def2-TZVPD", "elements": ["C", "C", "N", "H", "H", "H", "C", "C", "N", "H", "H", "H", "C", "C", "N", "H", "H", "H", "C", "O", "C", "C", "O", "C", "C", "O", "C", "H", "H", "H", "H", "H", "H", "H", "H", "H", "H", "H", "H", "H", "H", "C", "O", "C", "C", "O", "C", "C", "O", "C", "H", "H", "H", "H", "H", "H", "H", "H", "H", "H", "H", "H", "H", "H", "C", "C", "O", "C", "O", "C", "F", "F", "F", "H", "H", "H", "H", "H"], "xyz": [[1.82840, 7.36236, 0.34227], [2.44089, 6.02904, 0.42048], [2.91809, 4.99986, 0.50147], [0.93208, 7.51916, 0.94238], [1.57744, 7.66490, -0.67438], [2.54280, 8.08825, 0.73062], [4.51698, 2.29163, 1.51703], [5.39580, 2.92034, 2.48450], [6.09120, 3.45285, 3.22626], [4.88199, 1.28991, 1.29025], [4.50970, 2.84262, 0.57657], [3.55010, 2.15759, 2.00209], [-2.05922, 2.68720, -3.55194], [-2.11556, 2.63904, -5.02883], [-2.10942, 2.60478, -6.21570], [-1.03858, 2.89861, -3.23306], [-2.33244, 1.70181, -3.17451], [-2.76169, 3.40736, -3.13240], [1.64997, 0.25517, -1.94299], [0.58081, -0.54313, -2.28069], [0.52550, -1.77061, -1.64412], [1.82746, -2.65033, -1.49545], [2.44589, -3.15679, -2.70925], [1.64045, -3.23752, -3.83837], [2.17161, -4.13007, -4.95827], [2.05136, -5.53048, -4.79982], [0.80782, -6.15234, -5.07941], [1.49261, 1.24268, -2.37675], [2.49819, -0.12128, -2.51474], [1.79247, 0.31648, -0.86408], [-0.25711, -2.25836, -2.22524], [0.15833, -1.50666, -0.65234], [1.50174, -3.63444, -1.15851], [2.57482, -2.32879, -0.77007], [1.53555, -2.22176, -4.21957], [0.61128, -3.52856, -3.62811], [3.22875, -3.87166, -4.89674], [1.95533, -3.86203, -5.99242], [0.63426, -6.97405, -4.38459], [0.76429, -6.57594, -6.08279], [-0.00486, -5.44294, -4.92320], [-0.01566, -2.91583, 5.84630], [-1.31680, -2.95544, 5.40415], [-2.03485, -1.74059, 5.44600], [-1.56823, -0.76259, 4.31243], [-1.90980, -1.19415, 3.03907], [-3.30813, -0.97287, 2.80871], [-3.83669, -1.91870, 1.64288], [-2.91171, -1.69450, 0.54836], [-3.06604, -2.50200, -0.53949], [0.36452, -3.93444, 5.92362], [0.07195, -2.51375, 6.85564], [0.77594, -2.26753, 5.47057], [-2.02728, -1.32151, 6.45218], [-3.08988, -2.00484, 5.37401], [-0.48365, -0.65482, 4.29916], [-1.92399, 0.18185, 4.72420], [-3.51640, 0.06962, 2.56800], [-3.94063, -1.19177, 3.66901], [-4.87463, -1.77706, 1.34166], [-3.83620, -2.96606, 1.94474], [-3.02924, -3.56888, -0.31923], [-2.37442, -2.34363, -1.36694], [-4.01916, -2.25168, -1.00534], [0.35826, 1.19090, 1.65778], [-0.83152, 1.32629, 0.71984], [-0.89479, 2.50732, -0.03366], [-1.14155, 3.71605, 0.60802], [-1.49441, 3.82586, 1.78803], [-1.07501, 4.90532, -0.30325], [-2.32878, 5.10506, -0.69742], [-0.75877, 5.90155, 0.39092], [-0.28133, 4.57468, -1.27969], [1.32682, 1.54377, 1.30359], [0.26295, 0.23852, 2.17931], [0.27322, 1.88235, 2.49609], [-1.76924, 1.04477, 1.19893], [-0.73018, 0.56480, -0.05344]], "forces_ev_per_a": [[0.281, 0.600, 0.177], [-1.202, 1.485, -0.036], [0.681, -1.074, 0.022], [0.032, -0.694, 0.023], [0.118, -0.339, -0.061], [0.206, -0.014, -0.113], [0.157, -0.681, 0.072], [0.301, 0.320, -0.082], [0.034, -0.077, 0.095], [0.147, -0.064, 0.094], [-0.458, 0.192, 0.328], [-0.213, 0.329, -0.489], [-0.075, -0.424, -0.496], [0.110, 0.115, -3.715], [-0.102, 0.088, 4.321], [-0.145, 0.126, 0.088], [0.071, 0.004, 0.081], [0.190, 0.100, -0.135], [0.726, 0.633, -0.755], [-0.633, 0.351, -1.349], [0.577, -0.124, 0.439], [-1.603, -1.563, -1.107], [1.365, 0.527, 0.126], [-1.701, 0.586, -1.021], [1.357, 0.186, 0.512], [0.282, -0.465, 0.450], [-0.025, 0.650, 0.348], [-0.323, 0.139, 0.402], [0.784, -0.132, 0.586], [0.267, 0.078, 0.075], [0.155, -0.594, 0.477], [-0.043, -0.860, 0.610], [-0.789, 0.284, 1.186], [0.109, 0.488, -0.575], [-0.062, 0.182, -0.512], [-0.189, -0.344, 0.425], [0.488, -0.680, -0.096], [-0.918, 0.457, 0.140], [0.281, 0.025, 0.142], [0.082, 0.216, -0.246], [-0.228, 0.019, -0.212], [1.322, -0.069, 2.008], [-0.556, -0.188, -0.640], [0.534, -0.178, -0.788], [0.380, -0.678, 2.400], [-1.856, 0.338, -0.161], [-0.911, -1.122, -1.581], [2.035, 0.764, 0.014], [0.166, 0.686, 1.751], [-1.215, -0.614, -1.361], [-0.045, 0.018, -0.357], [-0.681, -0.182, 0.893], [-0.375, 0.078, -1.748], [0.745, 0.514, 0.173], [-0.008, -0.138, -0.622], [0.064, -0.224, 0.237], [-0.504, 0.722, -1.103], [0.314, 0.144, -0.268], [0.218, -0.197, 0.325], [-0.134, 0.816, -0.040], [0.575, -0.254, 0.207], [-0.093, -0.265, 0.256], [0.606, 0.495, 0.574], [-0.573, -0.428, -0.196], [-0.689, 1.165, 1.511], [0.474, -0.342, -0.796], [-0.297, -0.626, -0.799], [2.024, 0.673, -0.528], [-1.215, -0.307, 2.222], [-1.488, -7.920, 3.570], [-2.268, 1.657, -2.671], [1.824, 4.935, 1.277], [1.283, 1.404, -3.096], [0.103, -0.903, -0.754], [0.726, -0.459, -0.524], [-0.614, 0.384, 0.113], [-0.043, 0.465, 0.463], [0.077, -0.214, -0.178]], "de_lowest_kcal_mol": 16.0, "orbital_gap_ev": [2.1, 7.2], "max_force_ev_per_a": 8.8, "multiplicity": 2, "e_lumo_ev": [2.25, 2.23], "total_energy_ev": -52490.17553, "total_charge": -1}


{"formula": "C22H42N3O9PS", "method": "ωB97M-V/def2-TZVPD", "elements": ["C", "C", "O", "N", "C", "C", "O", "C", "C", "C", "C", "N", "C", "C", "P", "O", "O", "S", "N", "C", "C", "H", "H", "H", "H", "H", "H", "H", "H", "H", "H", "H", "H", "C", "C", "O", "H", "H", "H", "H", "H", "H", "C", "C", "O", "H", "H", "H", "H", "H", "H", "C", "C", "O", "H", "H", "H", "H", "H", "H", "C", "C", "O", "H", "H", "H", "H", "H", "H", "C", "C", "O", "H", "H", "H", "H", "H", "H"], "xyz": [[0.47116, 3.95797, 1.42567], [0.73985, 2.47768, 1.46896], [1.41654, 1.96989, 2.31697], [0.09878, 1.72899, 0.39580], [-1.17373, 1.16467, 0.80443], [-2.13941, 0.92209, -0.31909], [-1.42578, 0.92085, 1.95340], [0.93245, 0.70210, -0.18693], [1.17245, 0.79687, -1.58231], [1.93424, -0.12614, -2.21990], [2.50478, -1.19204, -1.50022], [3.26533, -2.10366, -2.15407], [3.79239, -3.04540, -1.42455], [3.58322, -3.11801, -0.02633], [4.35259, -4.41812, 0.96674], [3.14373, -4.97125, 1.86894], [5.23441, -3.58351, 1.99946], [5.32290, -5.76529, 0.00071], [2.82894, -2.27108, 0.62820], [2.26427, -1.27941, -0.10386], [1.45381, -0.32167, 0.54025], [-0.15646, 4.19405, 2.28724], [1.40555, 4.49936, 1.53748], [-0.06393, 4.25456, 0.53009], [-1.75098, 1.26560, -1.27357], [-2.32090, -0.14982, -0.40620], [-3.08607, 1.40976, -0.10512], [0.72947, 1.62355, -2.11882], [2.12616, -0.04007, -3.27938], [4.40718, -3.79572, -1.90353], [2.29214, -4.85712, 1.43041], [5.76005, -4.18111, 2.54891], [1.26654, -0.40946, 1.60133], [2.45694, -2.93139, 4.85426], [1.08072, -3.03921, 4.22374], [0.98214, -2.27054, 3.03139], [2.68899, -1.88876, 5.07353], [2.51069, -3.50617, 5.78061], [3.22174, -3.30708, 4.17102], [0.31818, -2.65102, 4.89779], [0.83957, -4.08816, 4.01315], [1.63657, -2.59920, 2.40179], [6.99769, -0.14522, -0.05766], [6.05823, 1.03207, 0.12750], [4.72279, 0.70720, -0.24705], [6.98375, -0.48140, -1.09514], [8.02093, 0.12187, 0.21044], [6.68936, -0.98637, 0.56913], [6.35497, 1.86528, -0.50827], [6.07782, 1.37600, 1.16706], [4.43673, -0.01847, 0.31770], [2.14546, 4.96794, -4.50224], [1.58157, 3.56893, -4.65943], [0.44820, 3.34969, -3.82098], [2.42581, 5.14883, -3.46435], [3.02477, 5.10804, -5.13195], [1.40204, 5.71802, -4.78239], [2.32019, 2.82457, -4.36449], [1.30966, 3.38230, -5.70344], [-0.23051, 3.98616, -4.06452], [-7.13387, 1.35620, 0.43218], [-5.91929, 2.07585, 0.98628], [-5.20085, 2.77502, -0.03106], [-6.84455, 0.65282, -0.34667], [-7.65628, 0.80974, 1.21886], [-7.83530, 2.06430, -0.01493], [-5.21392, 1.36610, 1.41739], [-6.21542, 2.77731, 1.77310], [-5.79503, 3.42275, -0.42105], [-8.64924, -2.55860, -0.24041], [-9.25960, -1.90832, -1.46804], [-8.45526, -0.84388, -1.96868], [-8.50114, -1.81873, 0.54662], [-9.29088, -3.35325, 0.14240], [-7.67435, -2.99172, -0.47668], [-10.22409, -1.46455, -1.22604], [-9.41925, -2.65396, -2.25416], [-7.59831, -1.21013, -2.20742]], "forces_ev_per_a": [[-0.489, -0.130, 0.181], [0.097, -0.042, 0.336], [0.140, 0.049, -0.349], [0.102, -0.208, 0.434], [-0.108, 0.007, 0.018], [0.247, -0.406, -0.340], [-0.028, 0.428, -0.083], [-0.160, 0.135, -0.546], [-0.155, 0.149, 0.253], [-0.019, 0.127, -0.287], [-0.003, -0.020, 0.099], [-0.046, 0.064, 0.020], [0.138, -0.104, 0.093], [0.194, -0.042, 0.027], [0.285, -0.628, -0.339], [-0.020, 0.240, 0.013], [-0.210, 0.060, 0.229], [-0.155, 0.162, 0.083], [-0.153, -0.016, -0.128], [0.079, -0.012, -0.229], [-0.142, 0.041, 0.363], [0.053, 0.063, 0.062], [0.075, 0.019, -0.030], [0.121, 0.027, -0.115], [0.000, 0.130, 0.002], [-0.079, -0.036, 0.121], [-0.059, 0.121, 0.066], [0.018, 0.102, -0.080], [0.056, -0.136, -0.054], [0.032, -0.018, -0.051], [-0.110, -0.122, 0.082], [0.156, 0.080, -0.029], [0.001, -0.047, 0.038], [0.030, 0.051, -0.022], [0.113, 0.007, -0.102], [-0.140, -0.144, 0.049], [-0.023, 0.004, 0.026], [-0.009, -0.008, -0.001], [-0.021, -0.034, 0.007], [-0.032, 0.003, -0.011], [-0.016, -0.013, 0.074], [0.189, 0.169, 0.006], [-0.057, -0.028, -0.053], [-0.024, -0.130, 0.064], [0.072, -0.003, -0.035], [0.019, 0.022, -0.011], [0.001, -0.001, 0.015], [0.024, 0.018, 0.038], [-0.025, 0.021, -0.010], [0.044, 0.050, -0.016], [-0.056, 0.051, 0.062], [-0.041, -0.005, 0.092], [-0.088, 0.114, -0.027], [0.067, -0.057, 0.027], [0.031, -0.016, -0.003], [-0.005, -0.002, -0.014], [0.018, 0.001, -0.050], [-0.017, -0.034, 0.012], [0.062, -0.041, -0.011], [-0.029, -0.001, 0.018], [0.100, 0.032, -0.051], [-0.134, 0.099, -0.070], [0.070, -0.097, 0.055], [-0.012, -0.036, 0.017], [-0.009, 0.011, 0.007], [-0.036, -0.002, 0.043], [0.040, 0.025, 0.011], [0.029, -0.054, 0.062], [0.003, 0.005, -0.035], [0.037, 0.083, 0.006], [0.139, -0.050, -0.024], [-0.061, -0.020, 0.037], [-0.029, -0.001, 0.011], [0.001, -0.011, -0.011], [-0.020, -0.046, -0.009], [-0.012, 0.026, -0.025], [-0.072, -0.012, 0.022], [0.016, 0.017, -0.030]], "de_lowest_kcal_mol": 0.0, "orbital_gap_ev": 8.4, "max_force_ev_per_a": 0.8, "multiplicity": 1, "smiles": "CC(=O)N(C(C)=O)c1ccc2ncc(P(O)(O)=S)nc2c1.CCO.CCO.CCO.CCO.CCO", "e_lumo_ev": -0.80, "total_energy_ev": -66518.21290}